[1]
This record from the Open Molecules 2025 dataset describes a cluster of 2 separate species, C4H14N2O2 in total. The level of theory is ωB97M-V/def2-TZVPD.

Each atom is followed by the atoms it is bonded to, with distances in Å.
Geometry (Å):
1 O -3.13570 0.67020 0.03330  H4 0.965, C11 1.470
2 H 0.23869 -0.50269 -0.44852  N6 1.007
3 C -1.23995 -0.42472 0.98751  N6 1.444, C11 1.574, H15 1.079, H22 1.083
4 H -3.95512 1.03864 0.38640  O1 0.965
5 O 3.08805 -2.42506 -4.64823  H7 0.965, H12 0.972
6 N 0.12800 -0.32618 0.53666  H2 1.007, C3 1.444, C21 1.457
7 H 3.59406 -2.01772 -5.36236  O5 0.965
8 H -1.55174 2.20103 -0.60138  C20 1.097
9 N 2.32798 0.35902 1.26320  H10 1.006, H14 1.006, C21 1.441
10 H 2.04860 1.25571 0.90328  N9 1.006
11 C -2.04328 0.92831 0.98201  O1 1.470, C3 1.574, H16 1.082, C20 1.520
12 H 3.70573 -2.36231 -3.90099  O5 0.972
13 H 1.58795 -1.61190 1.47202  C21 1.091
14 H 3.15048 -0.00960 0.81617  N9 1.006
15 H -1.79482 -1.15534 0.41887  C3 1.079
16 H -2.49590 1.10879 1.94817  C11 1.082
17 H 0.78354 -0.30694 2.39162  C21 1.094
18 H -0.20320 2.12170 0.47169  C20 1.084
19 H -1.68906 3.06644 0.87925  C20 1.094
20 C -1.28659 2.13929 0.46095  H8 1.097, C11 1.520, H18 1.084, H19 1.094
21 C 1.24563 -0.57669 1.43760  N6 1.457, N9 1.441, H13 1.091, H17 1.094
22 H -1.19313 -0.67991 2.03905  C3 1.083

**SMILES**: C[C@@H](O)CNCN.O
**Energy relative to the best compared isomer or geometry (same formula, charge and spin)**: 152.9 kJ/mol
**Multiplicity**: 1

---

[2]
This record from the Open Molecules 2025 dataset describes a cluster of 2 separate species, C4H14N2O2 in total. The level of theory is ωB97M-V/def2-TZVPD.

Each atom is followed by the atoms it is bonded to, with distances in Å.
Geometry (Å):
1 H -0.38409 2.34946 -2.46012  O13 1.033
2 C 0.34531 1.15846 2.08858  H6 1.079, N12 1.402, O17 1.431, H22 1.103
3 H 0.41210 0.47897 -0.84585  C8 1.087
4 C 0.98569 -0.95012 0.91665  C8 1.565, N12 1.548, H14 1.065, H20 1.201
5 H -1.07592 1.38683 0.77380  O17 0.962
6 H -0.47410 0.57485 2.47820  C2 1.079
7 H -1.70098 -0.27804 -1.32209  C15 1.156
8 C 0.56251 -0.55242 -0.53701  H3 1.087, C4 1.565, H11 1.040, C15 1.673
9 N -0.92684 -2.24013 -1.88620  C15 1.470, H19 1.058, H21 1.034
10 H 2.07478 0.82213 1.00541  N12 1.026
11 H 1.33603 -0.72148 -1.21183  C8 1.040
12 N 1.40117 0.36047 1.62701  C2 1.402, C4 1.548, H10 1.026
13 O -0.85163 2.08780 -1.57638  H1 1.033, H18 1.007
14 H 0.26588 -1.44463 1.52640  C4 1.065
15 C -0.96107 -1.09299 -0.96754  H7 1.156, C8 1.673, N9 1.470, H16 1.160
16 H -1.29807 -1.49549 0.06684  C15 1.160
17 O -0.33646 1.91721 1.08459  C2 1.431, H5 0.962
18 H -1.01155 2.80888 -0.89261  O13 1.007
19 H -0.09401 -2.29784 -2.53660  N9 1.058
20 H 2.00287 -1.58788 0.93008  C4 1.201
21 H -0.99213 -3.02059 -1.21073  N9 1.034
22 H 0.72051 1.73655 2.94940  C2 1.103

**SMILES**: NCCCNCO.O
**Energy relative to the best compared isomer or geometry (same formula, charge and spin)**: 311.4 kJ/mol
**Multiplicity**: 1